The following is a quantum chemistry calculation of an isolated molecule of C19H26N6O, from OMol25.

Cartesian coordinates (Å):
C 2.271 4.478 -1.386
C 1.355 3.417 -0.790
C 1.835 2.890 0.573
C 3.194 2.176 0.441
O 3.559 1.454 1.581
N 0.809 2.051 1.174
C 0.535 0.747 0.910
N -0.735 0.397 1.167
C -1.113 -0.871 1.029
N -2.369 -1.235 1.343
C -3.400 -0.303 1.718
C -4.475 -0.168 0.669
C -4.136 -0.120 -0.678
C -5.117 0.007 -1.644
C -6.449 0.091 -1.276
C -6.794 0.049 0.064
C -5.812 -0.084 1.030
C -0.165 -1.809 0.575
N -0.200 -3.155 0.301
C 1.009 -3.449 -0.068
N 1.871 -2.385 -0.060
C 3.272 -2.344 -0.417
C 4.071 -3.335 0.425
C 3.446 -2.607 -1.912
C 1.126 -1.321 0.346
N 1.520 -0.057 0.511
H 2.418 5.294 -0.681
H 1.831 4.885 -2.293
H 3.242 4.061 -1.637
H 1.268 2.572 -1.477
H 0.355 3.841 -0.660
H 1.960 3.734 1.264
H 3.971 2.930 0.298
H 3.167 1.519 -0.438
H 2.946 0.701 1.617
H -0.025 2.554 1.441
H -2.623 -2.189 1.140
H -3.847 -0.614 2.670
H -2.895 0.657 1.863
H -3.096 -0.181 -0.965
H -4.842 0.040 -2.688
H -7.216 0.190 -2.030
H -7.832 0.115 0.358
H -6.086 -0.121 2.075
H 1.317 -4.436 -0.354
H 3.599 -1.324 -0.185
H 5.132 -3.217 0.224
H 3.786 -4.359 0.190
H 3.897 -3.160 1.484
H 4.492 -2.507 -2.187
H 2.864 -1.892 -2.491
H 3.112 -3.611 -2.165

Results
E_LUMO   0.78 eV
Spin multiplicity   1
Energy relative to the best compared isomer or geometry (same formula, charge and spin)   1.3 kcal per mole
SMILES   CC[C@H](CO)Nc1nc(NCc2ccccc2)c2ncn(C(C)C)c2n1
Frontier orbital gap   0.31212 Ha

Charges per atom according to natural (NBO) partitioning, unit e: number 1, C, carries -0.610; number 2, C, carries -0.402; number 3, C, carries -0.061; number 4, C, carries -0.068; number 5, O, carries -0.732; number 6, N, carries -0.584; number 7, C, carries 0.597; number 8, N, carries -0.600; number 9, C, carries 0.469; number 10, N, carries -0.564; number 11, C, carries -0.267; number 12, C, carries 0.055; number 13, C, carries -0.245; number 14, C, carries -0.191; number 15, C, carries -0.222; number 16, C, carries -0.203; number 17, C, carries -0.244; number 18, C, carries -0.088; number 19, N, carries -0.443; number 20, C, carries 0.192; number 21, N, carries -0.366; number 22, C, carries -0.042; number 23, C, carries -0.610; number 24, C, carries -0.609; number 25, C, carries 0.380; number 26, N, carries -0.631; number 27, H, carries 0.202; number 28, H, carries 0.213; number 29, H, carries 0.205; number 30, H, carries 0.202; number 31, H, carries 0.199; number 32, H, carries 0.195; number 33, H, carries 0.182; number 34, H, carries 0.168; number 35, H, carries 0.487; number 36, H, carries 0.399; number 37, H, carries 0.411; number 38, H, carries 0.199; number 39, H, carries 0.251; number 40, H, carries 0.217; number 41, H, carries 0.211; number 42, H, carries 0.213; number 43, H, carries 0.213; number 44, H, carries 0.208; number 45, H, carries 0.197; number 46, H, carries 0.231; number 47, H, carries 0.219; number 48, H, carries 0.203; number 49, H, carries 0.222; number 50, H, carries 0.216; number 51, H, carries 0.219; number 52, H, carries 0.205

---

The following is a quantum chemistry calculation of a structure of composition C9H18FeN6S4Sb, from OMol25.

Cartesian coordinates (Å):
Fe -0.018 -0.318 -1.529
S 1.346 -3.413 -4.546
Sb -0.111 -1.785 -4.113
S -1.009 -2.226 -1.817
S 1.218 0.146 -3.236
S -1.828 -0.825 -5.179
C 1.823 0.884 0.535
N 1.172 -0.422 0.220
C 0.386 -0.849 1.415
N 1.222 -0.952 2.593
C 1.849 0.350 2.841
N 2.667 0.787 1.708
C 3.696 -0.230 1.460
N 3.105 -1.540 1.184
C 2.263 -1.437 0.011
C 2.282 -1.932 2.328
H 1.037 1.624 0.700
H 2.414 1.179 -0.334
H -0.067 -1.815 1.187
H -0.404 -0.113 1.582
H 2.482 0.274 3.726
H 1.071 1.092 3.028
H 4.337 -0.305 2.340
H 4.303 0.077 0.607
H 1.788 -2.394 -0.208
H 2.845 -1.128 -0.858
H 2.915 -2.015 3.212
H 1.828 -2.903 2.127
C -4.180 3.089 -1.431
N -3.760 1.827 -0.820
C -4.782 0.809 -0.567
C -2.517 1.454 -0.919
N -1.412 1.126 -1.015
H -4.925 3.557 -0.790
H -4.605 2.912 -2.420
H -3.322 3.751 -1.522
H -5.531 1.223 0.107
H -4.323 -0.061 -0.104
H -5.256 0.505 -1.502

Results
E_LUMO (alpha / beta)   -0.11 / -1.08 eV
Spin multiplicity   6
Frontier orbital gap (alpha / beta)   0.28006 / 0.24349 Ha

Charges per atom according to natural (NBO) partitioning, unit e: number 1, Fe, carries 1.225; number 2, S, carries -0.700; number 3, Sb, carries 1.347; number 4, S, carries -0.680; number 5, S, carries -0.641; number 6, S, carries -0.741; number 7, C, carries -0.087; number 8, N, carries -0.592; number 9, C, carries -0.085; number 10, N, carries -0.455; number 11, C, carries -0.078; number 12, N, carries -0.453; number 13, C, carries -0.079; number 14, N, carries -0.451; number 15, C, carries -0.088; number 16, C, carries -0.079; number 17, H, carries 0.205; number 18, H, carries 0.220; number 19, H, carries 0.223; number 20, H, carries 0.201; number 21, H, carries 0.206; number 22, H, carries 0.199; number 23, H, carries 0.204; number 24, H, carries 0.208; number 25, H, carries 0.229; number 26, H, carries 0.229; number 27, H, carries 0.204; number 28, H, carries 0.208; number 29, C, carries -0.395; number 30, N, carries -0.445; number 31, C, carries -0.396; number 32, C, carries 0.633; number 33, N, carries -0.609; number 34, H, carries 0.214; number 35, H, carries 0.214; number 36, H, carries 0.228; number 37, H, carries 0.212; number 38, H, carries 0.231; number 39, H, carries 0.216

---

The following is a quantum chemistry calculation of a structure of composition C4H13F5N3OTeV, from OMol25.

Cartesian coordinates (Å):
V -0.737 -0.380 -0.442
N 1.186 -1.096 -1.124
C 2.349 -0.457 -0.463
C 2.063 1.036 -0.327
N 0.708 1.254 0.214
C 0.604 1.420 1.677
C 0.575 0.065 2.364
N -0.435 -0.782 1.686
H 1.291 -2.107 -1.142
H 1.138 -0.801 -2.099
H 3.264 -0.616 -1.034
H 2.485 -0.930 0.507
H 2.104 1.499 -1.314
H 2.829 1.513 0.290
H 0.289 2.070 -0.219
H -0.334 1.942 1.868
H 1.419 2.032 2.070
H 0.353 0.182 3.425
H 1.541 -0.432 2.293
H -1.363 -0.561 2.042
H -0.287 -1.763 1.901
F -0.861 0.204 -2.239
Te -3.494 -0.369 -1.970
F -4.538 0.448 -3.265
F -3.342 -1.857 -3.025
F -4.987 -1.055 -1.139
F -1.892 1.038 -0.027
O -1.930 -1.498 -0.511

Results
E_LUMO (alpha / beta)   -4.22 / -3.87 eV
Spin multiplicity   2
Energy relative to the best compared isomer or geometry (same formula, charge and spin)   8.9 kcal per mole
Net charge   +1
Frontier orbital gap (alpha / beta)   0.35293 / 0.38862 Ha

Charges per atom according to natural (NBO) partitioning, unit e: number 1, V, carries 1.426; number 2, N, carries -0.810; number 3, C, carries -0.230; number 4, C, carries -0.243; number 5, N, carries -0.632; number 6, C, carries -0.238; number 7, C, carries -0.234; number 8, N, carries -0.801; number 9, H, carries 0.415; number 10, H, carries 0.421; number 11, H, carries 0.226; number 12, H, carries 0.200; number 13, H, carries 0.226; number 14, H, carries 0.218; number 15, H, carries 0.425; number 16, H, carries 0.236; number 17, H, carries 0.215; number 18, H, carries 0.227; number 19, H, carries 0.199; number 20, H, carries 0.415; number 21, H, carries 0.410; number 22, F, carries -0.628; number 23, Te, carries 2.710; number 24, F, carries -0.633; number 25, F, carries -0.601; number 26, F, carries -0.611; number 27, F, carries -0.623; number 28, O, carries -0.683

---

The following is a quantum chemistry calculation of a cluster of 10 separate species, C54H132N8O6 in total, from OMol25.

Cartesian coordinates (Å):
C -2.624 3.291 -0.741
C -4.185 3.226 -0.683
N -4.721 1.858 -1.012
C -4.240 0.952 0.042
C -4.947 -0.379 0.161
C -4.471 1.374 -2.352
C -5.051 2.241 -3.501
H -2.335 4.205 -0.301
H -2.330 3.274 -1.804
H -2.125 2.546 -0.098
H -4.607 3.591 0.234
H -4.584 3.932 -1.490
H -3.140 0.681 0.071
H -4.310 1.473 0.979
H -5.984 -0.340 0.474
H -4.787 -0.863 -0.781
H -4.459 -0.892 1.011
H -4.983 0.419 -2.449
H -3.412 1.133 -2.608
H -4.511 3.220 -3.395
H -6.129 2.488 -3.446
H -4.815 1.745 -4.400
C 4.280 -5.026 0.012
C 2.855 -4.936 0.478
N 2.765 -5.106 1.945
C 3.402 -4.014 2.659
C 3.340 -4.067 4.181
C 1.427 -5.499 2.383
C 0.394 -4.456 1.980
H 4.206 -4.988 -1.077
H 4.728 -5.945 0.247
H 4.908 -4.141 0.334
H 2.356 -4.073 0.038
H 2.299 -5.801 0.033
H 4.433 -3.981 2.322
H 2.952 -3.045 2.349
H 4.104 -3.410 4.662
H 2.337 -3.753 4.553
H 3.594 -5.107 4.491
H 1.488 -5.559 3.478
H 1.216 -6.449 1.894
H 0.713 -3.468 2.281
H -0.584 -4.637 2.408
H 0.318 -4.371 0.905
C -1.929 -2.312 -5.299
C -1.720 -3.222 -4.075
N -0.616 -4.188 -4.349
C 0.745 -3.721 -4.218
C 1.773 -4.207 -5.199
C -0.836 -5.411 -3.648
C -0.830 -5.367 -2.109
H -2.463 -2.805 -6.079
H -0.966 -2.078 -5.736
H -2.350 -1.327 -5.195
H -1.478 -2.575 -3.193
H -2.611 -3.817 -3.796
H 0.741 -2.646 -4.368
H 1.186 -3.862 -3.201
H 1.526 -3.901 -6.198
H 2.814 -3.857 -4.886
H 1.697 -5.291 -5.295
H -0.093 -6.132 -4.022
H -1.810 -5.771 -3.904
H -1.313 -6.294 -1.813
H -1.575 -4.662 -1.767
H 0.139 -5.203 -1.697
C 2.396 -1.975 -1.632
C 2.512 -0.852 -2.611
N 3.887 -0.519 -3.003
C 4.027 0.309 -4.184
C 3.673 -0.437 -5.437
C 4.905 -0.600 -2.004
C 6.319 -1.020 -2.503
H 1.343 -2.309 -1.489
H 2.685 -1.771 -0.598
H 2.898 -2.822 -1.973
H 1.984 -1.147 -3.567
H 1.886 -0.008 -2.236
H 5.077 0.650 -4.282
H 3.487 1.288 -4.094
H 3.693 0.021 -6.382
H 2.644 -0.809 -5.479
H 4.408 -1.263 -5.503
H 4.943 0.278 -1.330
H 4.766 -1.398 -1.303
H 6.752 -0.321 -3.214
H 6.952 -0.997 -1.639
H 6.261 -2.005 -2.943
C -1.996 7.847 3.695
C -1.197 6.542 3.600
N -1.187 5.952 2.316
C -0.246 6.518 1.433
C -0.439 6.185 -0.021
C -1.134 4.485 2.392
C -2.491 3.899 2.753
H -2.998 7.817 3.288
H -1.582 8.647 3.118
H -2.048 8.155 4.746
H -0.165 6.718 3.972
H -1.687 5.888 4.400
H -0.299 7.570 1.681
H 0.805 6.236 1.693
H 0.295 6.803 -0.595
H -0.394 5.124 -0.336
H -1.456 6.438 -0.356
H -0.356 4.225 3.121
H -0.820 4.096 1.385
H -2.793 3.982 3.820
H -2.559 2.796 2.651
H -3.142 4.419 2.088
C -1.120 0.191 3.759
C -1.120 -1.225 4.207
N -2.333 -1.478 5.099
C -3.532 -1.662 4.275
C -4.809 -1.149 4.953
C -2.172 -2.620 5.965
C -1.299 -2.365 7.181
H -0.231 0.365 3.176
H -1.115 0.789 4.652
H -1.932 0.414 3.121
H -1.177 -1.973 3.394
H -0.205 -1.448 4.732
H -3.453 -1.103 3.360
H -3.573 -2.709 3.950
H -5.014 -1.703 5.893
H -4.714 -0.066 5.207
H -5.710 -1.236 4.360
H -1.806 -3.542 5.392
H -3.153 -2.879 6.323
H -1.661 -1.490 7.698
H -0.279 -2.078 6.975
H -1.258 -3.264 7.758
C 2.800 4.040 -2.546
C 1.585 3.137 -2.947
N 1.415 3.168 -4.395
C 1.010 4.463 -4.998
C 1.984 4.791 -6.113
C 0.510 2.105 -4.783
C -0.708 1.881 -3.905
H 3.635 3.652 -3.120
H 3.072 3.967 -1.496
H 2.646 5.153 -2.748
H 1.789 2.094 -2.672
H 0.701 3.313 -2.369
H -0.029 4.419 -5.253
H 1.064 5.228 -4.211
H 1.831 4.115 -6.931
H 1.730 5.798 -6.422
H 2.993 4.804 -5.726
H 1.085 1.129 -4.760
H 0.208 2.234 -5.817
H -0.500 1.630 -2.887
H -1.392 1.176 -4.446
H -1.232 2.789 -3.866
C 3.295 -0.494 3.570
C 3.450 0.851 4.226
N 3.595 1.954 3.318
C 3.213 3.188 3.946
C 1.735 3.306 4.156
C 4.994 1.985 2.775
C 5.057 2.551 1.378
H 3.559 -1.281 4.239
H 3.953 -0.741 2.693
H 2.299 -0.693 3.208
H 2.626 1.018 4.892
H 4.379 0.833 4.822
H 3.524 4.038 3.315
H 3.756 3.358 4.905
H 1.455 4.365 4.371
H 1.285 2.841 5.064
H 1.160 3.027 3.257
H 5.689 2.547 3.471
H 5.291 0.967 2.730
H 6.109 2.734 1.060
H 4.546 1.943 0.668
H 4.446 3.500 1.359
C -7.454 -2.514 -1.378
O -6.152 -2.746 -1.953
C -5.258 -3.333 -1.138
O -4.079 -3.474 -1.449
O -5.804 -3.715 -0.009
C -4.837 -4.367 0.857
H -7.977 -1.799 -2.034
H -7.277 -2.078 -0.344
H -8.022 -3.445 -1.302
H -5.412 -4.818 1.670
H -4.156 -3.595 1.232
H -4.265 -5.028 0.208
C -1.426 -2.030 -0.248
O -0.948 -0.674 -0.409
C 0.239 -0.429 0.201
O 0.798 -1.150 1.006
O 0.635 0.795 -0.111
C 1.771 1.264 0.736
H -0.633 -2.660 -0.489
H -2.325 -2.133 -0.873
H -1.790 -2.202 0.752
H 1.974 2.251 0.375
H 2.635 0.597 0.645
H 1.389 1.302 1.763

Results
E_LUMO   0.59 eV
Spin multiplicity   1
SMILES   CCN(CC)CC.CCN(CC)CC.CCN(CC)CC.CCN(CC)CC.CCN(CC)CC.CCN(CC)CC.CCN(CC)CC.CCN(CC)CC.COC(=O)OC.COC(=O)OC
Frontier orbital gap   0.30638 Ha

Here are the Mulliken charges for atoms 1 to 99, given in e: number 1, C, carries 0.903; number 2, C, carries -1.583; number 3, N, carries 0.151; number 4, C, carries 0.368; number 5, C, carries -0.788; number 6, C, carries 0.117; number 7, C, carries -1.730; number 8, H, carries -0.168; number 9, H, carries -0.147; number 10, H, carries 0.004; number 11, H, carries 0.469; number 12, H, carries 0.399; number 13, H, carries -0.416; number 14, H, carries 0.334; number 15, H, carries 0.533; number 16, H, carries -0.058; number 17, H, carries -0.226; number 18, H, carries 0.377; number 19, H, carries 0.092; number 20, H, carries 0.325; number 21, H, carries 0.336; number 22, H, carries 0.502; number 23, C, carries -1.712; number 24, C, carries 0.419; number 25, N, carries 0.155; number 26, C, carries 0.233; number 27, C, carries -1.709; number 28, C, carries -1.310; number 29, C, carries 0.654; number 30, H, carries 0.508; number 31, H, carries 0.384; number 32, H, carries 0.271; number 33, H, carries -0.215; number 34, H, carries 0.271; number 35, H, carries 0.447; number 36, H, carries 0.018; number 37, H, carries 0.443; number 38, H, carries 0.172; number 39, H, carries 0.430; number 40, H, carries 0.420; number 41, H, carries 0.419; number 42, H, carries -0.320; number 43, H, carries 0.587; number 44, H, carries -0.401; number 45, C, carries -1.455; number 46, C, carries 0.272; number 47, N, carries 0.360; number 48, C, carries 1.074; number 49, C, carries -1.669; number 50, C, carries -1.046; number 51, C, carries -0.168; number 52, H, carries 0.400; number 53, H, carries 0.277; number 54, H, carries 0.326; number 55, H, carries -0.438; number 56, H, carries 0.534; number 57, H, carries -0.222; number 58, H, carries -0.610; number 59, H, carries 0.373; number 60, H, carries 0.310; number 61, H, carries 0.371; number 62, H, carries 0.328; number 63, H, carries 0.525; number 64, H, carries 0.603; number 65, H, carries -0.098; number 66, H, carries -0.091; number 67, C, carries -1.854; number 68, C, carries 2.152; number 69, N, carries 0.834; number 70, C, carries 0.096; number 71, C, carries -1.266; number 72, C, carries 0.254; number 73, C, carries -1.719; number 74, H, carries -0.329; number 75, H, carries 0.643; number 76, H, carries 1.293; number 77, H, carries -1.319; number 78, H, carries -1.012; number 79, H, carries 0.516; number 80, H, carries -0.459; number 81, H, carries 0.467; number 82, H, carries 0.044; number 83, H, carries 0.343; number 84, H, carries -0.080; number 85, H, carries 0.056; number 86, H, carries 0.392; number 87, H, carries 0.505; number 88, H, carries 0.317; number 89, C, carries -1.454; number 90, C, carries -0.407; number 91, N, carries 0.429; number 92, C, carries -0.505; number 93, C, carries -0.598; number 94, C, carries 0.717; number 95, C, carries -1.372; number 96, H, carries 0.335; number 97, H, carries 0.382; number 98, H, carries 0.408; number 99, H, carries 0.293

---

Which of these has the highest spin multiplicity? C9H18FeN6S4Sb